DFT (wB97M-V/def2-TZVPD) results for a molecular structure, C55H74IrN11O6PS in a non-equilibrium geometry.

```
149
Properties=species:S:1:pos:R:3:forces:R:3
Ir 0.033209 0.329354 -0.552182 0.539 -1.373 -0.885
C -2.028028 4.288280 2.093012 -0.088 -0.050 -0.208
O -2.856808 3.630794 1.117884 0.204 -0.037 0.149
C -2.087127 2.695537 0.452140 -0.711 -0.012 -0.439
N -0.846341 2.470860 1.203701 0.189 0.871 0.458
C -0.915926 3.284842 2.449302 0.068 0.092 0.258
C 0.337013 3.951615 2.970731 0.153 -0.076 -0.106
C 0.254448 5.205587 3.569370 -0.042 0.039 -0.034
C 1.385353 5.802885 4.111334 -0.025 0.017 0.011
C 2.610047 5.154117 4.071702 0.000 0.030 -0.004
C 2.698177 3.896301 3.493325 -0.021 -0.045 0.030
C 1.565981 3.305618 2.956665 -0.088 -0.015 0.090
C -2.877811 1.442729 0.228126 -0.269 -0.033 0.056
C -4.267055 1.411014 0.276465 -0.023 0.116 0.071
C -4.911031 0.200762 0.110959 -0.019 -0.025 -0.031
C -4.147520 -0.949092 -0.062186 -0.131 -0.114 -0.013
C -2.780280 -0.812044 -0.135297 -0.031 0.094 0.029
N -2.155974 0.369125 -0.031202 -0.719 -0.707 0.132
C -1.877196 -1.955361 -0.304000 -0.117 0.064 0.043
N -0.610481 -1.836802 -0.294602 0.596 0.044 0.006
C -0.032900 -3.175327 -0.540967 -0.051 -0.042 0.200
C -1.284109 -4.087202 -0.540232 0.046 0.121 -0.011
O -2.403795 -3.156133 -0.468512 -0.098 -0.261 -0.020
C 1.004989 -3.627047 0.462343 0.045 0.162 0.055
C 1.628302 -4.856636 0.260599 0.041 -0.056 -0.054
C 2.585581 -5.312798 1.153874 -0.013 -0.006 -0.021
C 2.933133 -4.542587 2.258290 -0.004 0.008 0.005
C 2.305143 -3.325664 2.473304 -0.024 0.008 -0.057
C 1.342088 -2.869386 1.575473 -0.112 -0.144 0.047
H -2.656200 4.538483 2.943255 -0.016 -0.032 0.014
H -1.603717 5.192615 1.662828 0.021 0.035 -0.024
H -1.295074 2.613120 3.225001 -0.076 -0.143 -0.058
H -0.693342 5.726692 3.638128 0.068 0.012 -0.014
H 1.302814 6.779078 4.572329 -0.001 -0.042 -0.005
H 3.486049 5.618299 4.506183 -0.025 -0.010 -0.028
H 3.643403 3.365918 3.482797 -0.049 0.008 0.003
H 1.640755 2.317941 2.532362 0.015 -0.119 -0.002
H -4.811061 2.328030 0.452916 0.001 -0.025 0.032
H -5.992108 0.147374 0.127111 0.042 -0.013 0.049
H -4.592001 -1.932971 -0.136937 -0.027 0.065 -0.045
H 0.426982 -3.157991 -1.526387 0.024 0.025 -0.126
H -1.318910 -4.732747 0.333316 -0.064 0.008 0.068
H -1.398113 -4.682413 -1.440466 -0.056 0.004 -0.053
H 1.364209 -5.467147 -0.599491 0.052 0.048 0.032
H 3.067128 -6.267936 0.986504 -0.017 0.028 0.000
H 3.692505 -4.889805 2.947595 -0.040 -0.007 -0.019
H 2.578449 -2.727784 3.336649 -0.027 -0.011 -0.052
H 0.844701 -1.923749 1.740487 -0.028 0.041 0.053
C 2.740700 0.183907 1.218526 0.209 0.111 -0.162
N 2.278814 0.815024 -0.039381 0.706 -0.487 0.001
C 3.067277 0.212549 -1.138232 0.156 0.013 0.141
C 2.518577 2.276759 -0.027697 0.298 -0.204 0.007
C 1.274632 3.092827 -0.101862 -0.397 0.132 0.307
C 1.314544 4.380637 -0.434537 -0.061 0.389 0.089
C 0.102393 5.165323 -0.691547 0.299 0.027 0.116
C -1.070155 4.578142 -0.912062 -0.203 -0.066 0.123
C -1.230251 3.091043 -0.788709 -0.273 0.139 0.085
C -0.069328 2.477586 0.021045 0.574 1.680 0.489
H 3.766165 0.493576 1.444658 0.016 -0.003 -0.010
H 2.727089 -0.894872 1.104128 -0.020 0.007 -0.024
H 2.114107 0.451352 2.058703 -0.164 0.045 0.140
H 4.133978 0.419121 -0.999417 0.025 -0.021 0.031
H 2.739833 0.615424 -2.092020 0.017 -0.006 0.040
H 2.913569 -0.865462 -1.139880 -0.003 0.029 0.018
H 3.121887 2.531155 -0.900068 0.113 -0.019 0.013
H 3.109425 2.547235 0.850452 -0.007 -0.036 0.013
H 2.275267 4.869410 -0.572175 -0.040 -0.003 -0.056
H 0.198838 6.241253 -0.774747 -0.007 -0.023 -0.020
H -1.954964 5.150108 -1.170591 0.035 0.017 -0.035
H -1.531483 2.630106 -1.733622 0.020 -0.063 0.132
C -3.496378 -0.404002 8.815019 0.062 -0.019 0.002
C -3.225661 -1.701643 8.057968 0.111 0.049 0.050
S -1.572941 -1.655242 7.397188 -0.122 0.202 -0.179
O -1.525502 -0.602818 6.400107 -0.148 -0.154 0.290
O -0.624611 -1.654358 8.471471 0.110 -0.003 0.023
C -1.455395 -3.231874 6.532842 -0.096 0.209 -0.013
C -0.340736 -3.271463 5.485669 -0.116 0.022 0.053
N -0.361582 -2.145562 4.547746 -1.952 0.039 -1.781
C -1.366352 -1.859155 3.591700 1.606 -0.412 1.259
N -1.170359 -0.690900 2.979179 -0.684 -0.730 0.332
C -0.094447 -0.154049 3.528278 1.728 -1.952 2.261
C 0.473812 -1.086556 4.515953 -3.368 2.379 -3.566
N 1.625179 -0.894271 5.158111 4.508 1.112 1.294
O 2.083895 -1.765615 5.966679 -0.898 2.531 -1.897
O 2.227402 0.184883 4.773902 -0.810 -2.844 1.717
C -2.503643 -2.760605 3.325715 -0.156 -0.150 0.232
H -4.546674 -0.353500 9.096255 0.014 -0.034 0.015
H -3.263423 0.459253 8.191371 -0.046 -0.026 0.004
H -2.889770 -0.349691 9.717665 -0.016 -0.012 -0.023
H -3.890640 -1.825716 7.201034 -0.015 -0.007 0.066
H -3.272035 -2.581162 8.703767 -0.087 0.039 -0.031
H -2.444904 -3.419073 6.109420 0.112 -0.046 -0.046
H -1.246715 -3.971603 7.306493 -0.052 -0.055 -0.090
H -0.416582 -4.196809 4.916290 0.002 -0.031 -0.023
H 0.627138 -3.241729 5.972200 -0.003 -0.078 0.004
H 0.271860 0.820296 3.279160 0.215 0.127 0.015
H -2.208226 -3.810468 3.366255 -0.047 0.008 -0.051
H -2.919314 -2.528597 2.348005 -0.001 -0.048 -0.019
H -3.293041 -2.598822 4.067804 0.010 -0.053 -0.093
N 0.275771 0.339652 -2.413205 -0.139 -0.125 0.114
P 0.527606 0.106283 -3.974479 0.155 -0.028 -0.707
N 0.786242 1.479353 -4.851866 -0.117 0.365 0.238
C -0.343852 2.132490 -5.547614 0.061 0.004 0.037
C -1.059701 3.151309 -4.667489 0.163 -0.010 -0.011
C -0.066945 4.201281 -4.172319 -0.002 -0.111 -0.008
C 1.079864 3.512683 -3.434243 -0.150 -0.087 -0.310
C 1.751321 2.469236 -4.324848 -0.154 0.042 0.074
N -0.776789 -0.665321 -4.578701 -0.247 -0.100 0.163
C -2.003015 -0.853726 -3.779258 -0.019 0.008 -0.080
C -3.145794 -1.266207 -4.690973 0.063 -0.112 -0.033
C -2.838838 -2.609772 -5.364430 0.066 0.068 -0.014
C -1.364679 -2.692888 -5.824263 -0.092 0.019 0.016
C -0.738964 -1.308304 -5.901950 -0.125 -0.041 0.044
N 1.830002 -0.841050 -4.284245 0.223 -0.039 0.397
C 1.825624 -2.165720 -3.640894 0.112 0.022 -0.044
C 2.598854 -3.149266 -4.505479 0.067 0.088 0.012
C 4.086545 -2.759952 -4.535462 -0.080 0.072 0.007
C 4.255434 -1.236173 -4.395843 -0.070 -0.080 -0.044
C 3.073123 -0.490465 -5.000776 -0.052 -0.095 -0.167
H -1.036493 1.373014 -5.897852 0.030 -0.042 -0.043
H 0.068877 2.637648 -6.426281 0.021 -0.043 0.000
H -1.498703 2.624604 -3.809552 -0.045 0.033 -0.101
H -1.872160 3.611489 -5.232844 -0.004 -0.014 0.020
H -0.558627 4.922720 -3.518639 0.041 0.000 -0.087
H 0.331442 4.751292 -5.031456 -0.038 0.033 0.016
H 0.688026 3.004635 -2.548077 0.112 0.080 -0.162
H 1.825975 4.242680 -3.109368 -0.023 -0.062 0.025
H 2.526041 1.952866 -3.756759 0.022 -0.002 -0.044
H 2.233796 2.956140 -5.177337 0.028 -0.051 -0.024
H -2.239163 0.070051 -3.248152 0.008 -0.001 0.004
H -1.850338 -1.637384 -3.021382 0.042 0.040 -0.029
H -3.303804 -0.488808 -5.442096 -0.025 0.017 0.022
H -4.065275 -1.336241 -4.108571 -0.011 0.023 -0.006
H -3.509557 -2.747846 -6.211819 -0.006 -0.026 0.002
H -3.047757 -3.419373 -4.662002 -0.021 -0.013 -0.026
H -1.292107 -3.168266 -6.802172 0.008 -0.043 0.014
H -0.782563 -3.305553 -5.129893 0.011 0.019 -0.022
H -1.282406 -0.703670 -6.634874 0.037 0.040 -0.010
H 0.296713 -1.358640 -6.234452 0.036 -0.009 0.024
H 0.787980 -2.483455 -3.519350 -0.025 0.013 -0.030
H 2.282348 -2.117085 -2.642740 -0.096 -0.036 -0.043
H 2.179083 -3.123437 -5.514463 -0.023 -0.052 0.018
H 2.465209 -4.162479 -4.125063 0.016 -0.011 -0.022
H 4.533248 -3.099934 -5.469654 0.022 -0.026 0.015
H 4.617758 -3.260479 -3.724520 0.024 -0.007 -0.030
H 5.166174 -0.904057 -4.893664 0.022 -0.003 0.038
H 4.349648 -0.957714 -3.342408 0.013 0.009 -0.017
H 2.979315 -0.754939 -6.059320 -0.040 -0.007 -0.006
H 3.246686 0.579073 -4.964714 -0.039 0.017 -0.005
```
Positions in Å, forces in eV/Å.

Output
HOMO-LUMO gap (alpha / beta): 5.90 / 5.81 eV
Maximum force: 5.5 eV/Å
Energy relative to the best compared isomer or geometry (same formula, charge and spin): 26.8 kcal per mole
E: -109855.1785 eV
Net charge: +2
Multiplicity: 6
Expectation value of S²: 8.769


DFT (wB97M-V/def2-TZVPD) results for a single C3H6N2O2 molecule in a non-equilibrium geometry.

```
13
Properties=species:S:1:pos:R:3:forces:R:3
N 1.275109 0.085100 -1.172610 -0.370 -0.185 -1.772
N 0.475058 0.667805 -0.178602 -0.089 1.342 -0.184
C -0.965146 0.751524 -0.375500 0.088 1.641 -1.564
O -1.559143 -0.506815 0.018184 0.129 0.219 -0.299
C -0.683612 -1.135374 0.829363 2.044 1.340 1.834
O -0.837511 -2.169136 1.402601 -0.386 0.141 -0.634
C 0.600554 -0.087491 0.999419 0.057 -1.656 2.024
H 1.078483 0.627073 -2.044941 0.417 -1.054 0.864
H 1.059978 -0.931766 -1.286674 -0.062 0.929 -0.311
H -1.334315 1.643758 0.187755 0.030 -1.181 0.379
H -1.232198 1.074429 -1.438993 0.420 -1.249 1.153
H 0.505550 0.592716 1.900751 -0.484 -0.996 -0.781
H 1.617192 -0.611821 1.159248 -1.794 0.708 -0.708
```
Positions in Å, forces in eV/Å.

Output
HOMO-LUMO gap: 9.84 eV
Maximum force: 3.1 eV/Å
Energy relative to the best compared isomer or geometry (same formula, charge and spin): 71.4 kcal per mole
E: -10281.6991 eV
SMILES: NN1COC(=O)C1
Net charge: 0